Here is a cluster of 2 separate species, C25H44BClFN2O13P3 in total from the Open Molecules 2025 dataset. Energies are from wB97M-V/def2-TZVPD.

Output
Highest occupied orbital energy, eV: -9.2
Energy, a.u.: -3675.2058
Total charge: 0

```
90
C25H44BClFN2O13P3, DFT wB97M-V/def2-TZVPD
Cl 1.31 0.62 3.72
P 0.83 -3.45 1.13
P -1.82 0.60 4.36
P 0.37 -2.41 4.11
F 3.19 -1.68 0.23
O -0.84 0.84 1.90
O 2.71 0.83 -5.78
O 3.64 4.66 -3.80
O 0.05 -1.68 5.64
O 1.81 5.10 -5.20
O 3.04 3.05 -5.50
O 1.01 1.13 -3.47
O 1.65 3.29 -3.61
O 4.32 6.80 -3.57
O -3.86 -2.33 0.67
O -3.15 -1.92 -4.77
O -3.62 -0.21 1.65
O 2.09 7.35 -5.29
N 0.58 -1.76 1.51
N -1.33 1.69 5.47
C -0.42 -4.17 4.32
C 1.65 2.01 -4.02
C -0.47 -1.46 2.61
C 0.84 2.08 0.67
C -0.38 -4.66 0.57
C 2.35 -0.42 0.25
C 2.50 1.86 -5.17
C 2.39 -4.22 1.92
C -4.33 -1.09 -4.47
C 2.43 6.25 -4.89
C 0.70 -0.71 0.37
C -3.11 -1.43 1.62
C 0.41 -1.32 -1.13
C -0.97 -2.12 -1.43
C 2.87 0.26 -1.14
C 0.13 3.73 2.78
C -0.41 0.14 3.08
C 0.12 3.46 1.17
C -1.25 1.07 -0.46
C 1.11 4.67 0.55
C -2.65 -2.62 -3.57
C -1.93 -1.46 -2.62
C 3.55 5.98 -4.03
C -0.07 0.72 0.69
C -1.92 -2.10 2.51
B 2.53 4.03 -4.53
H -2.25 -0.56 5.14
H 1.40 4.49 -0.57
H 0.71 5.74 0.79
H -2.84 -0.94 -2.05
H -2.03 0.18 -0.37
H -4.06 0.03 -4.19
H -0.36 1.95 5.28
H 2.09 -4.96 2.80
H -0.68 -3.19 -1.86
H 2.75 0.11 1.24
H 2.12 4.55 1.17
H -1.87 2.02 -0.19
H -0.01 4.91 2.93
H -3.82 -1.94 -0.26
H -0.07 -5.16 -0.48
H 0.42 -0.49 -1.99
H 3.16 -4.68 1.16
H -0.81 1.23 -1.52
H -5.04 -1.51 -3.63
H -1.41 -0.62 -3.24
H 1.09 2.28 -0.48
H 2.10 0.86 -1.76
H 3.40 -0.49 -1.90
H -2.36 -2.12 3.62
H 0.82 -1.74 6.28
H 1.82 2.04 1.34
H -5.01 -1.00 -5.45
H -0.85 3.25 3.21
H -3.62 -3.07 -3.03
H -0.44 -4.80 3.34
H 1.11 3.43 3.34
H -1.51 -2.32 -0.43
H 2.96 -3.33 2.46
H -3.00 1.13 3.75
H 3.74 1.04 -0.85
H 0.15 -4.74 5.20
H 1.30 -2.05 -1.43
H -1.95 -3.26 2.24
H -0.93 3.70 0.74
H -1.53 -4.02 4.71
H -1.87 -3.45 -3.85
H -0.46 -5.59 1.31
H -1.51 -4.33 0.40
H 1.49 -1.56 2.07
```

These are the Mulliken partial charges, in e, on atoms 1 to 6: number 1, Cl, carries -0.054; number 2, P, carries 0.290; number 3, P, carries 0.746; number 4, P, carries 0.246; number 5, F, carries -0.439; number 6, O, carries -0.357

***

Here is a structure of composition C25H44Br22F5O2 from the Open Molecules 2025 dataset. Energies are from wB97M-V/def2-TZVPD.

Output
Energy relative to the best compared isomer or geometry (same formula, charge and spin), kcal/mol: 0.0
Highest occupied orbital energy, eV: -4.9
Energy, a.u.: -58257.2031
Total charge: -1

```
98
C25H44Br22F5O2, DFT wB97M-V/def2-TZVPD
Br -1.74 5.43 5.33
Br 4.87 0.58 6.36
Br 3.34 -5.60 -4.83
Br -1.91 -3.21 3.96
Br 1.39 0.19 3.74
Br -6.53 4.69 4.88
Br -0.48 -2.87 -3.86
Br -1.81 1.97 3.28
Br -2.16 -2.92 -7.90
Br 8.64 -5.21 -8.79
Br -5.10 -1.42 3.51
Br 3.07 -1.88 -3.98
Br -5.07 4.99 1.50
Br 3.59 0.13 9.79
Br 5.97 -2.74 -8.19
Br -6.75 4.50 -0.92
Br 1.25 -4.25 -7.51
Br 4.96 -6.70 -7.94
Br 0.61 -3.59 6.83
Br -3.06 5.13 8.76
Br 4.28 -4.01 6.82
Br -7.89 5.92 -4.13
F -0.79 3.04 -1.60
F -3.79 2.50 -2.76
F -1.54 1.41 -0.44
F -1.57 1.27 -2.61
F -3.91 1.95 -0.66
O -3.09 4.96 -2.19
O -3.16 4.59 -0.01
C 0.32 -1.09 -3.83
C -1.74 2.11 -1.58
C -4.23 5.19 3.24
C 7.90 -3.86 -9.99
C 4.88 -7.58 -6.21
C -2.82 -2.68 2.32
C -1.32 4.62 8.04
C -3.20 2.68 -1.56
C 2.01 -2.27 7.08
C 7.59 -2.58 -9.26
C -0.83 5.62 7.04
C 5.81 0.69 8.05
C -4.76 4.18 4.22
C 5.32 -0.36 9.02
C -0.46 -5.11 -7.20
C 3.53 -7.39 -5.56
C -8.39 6.38 -2.31
C 1.50 -1.01 -4.75
C -0.18 2.06 2.24
C -3.47 -1.33 2.46
C -3.15 4.20 -1.20
C -1.48 -4.71 -8.24
C 0.47 0.71 2.10
C 3.18 -2.53 6.17
C -7.21 6.32 -1.38
H 1.55 -1.31 6.84
H 1.25 0.74 1.34
H 0.46 2.80 2.72
H 1.33 -1.47 -5.72
H -9.19 5.71 -2.02
H -8.78 7.40 -2.37
H 5.68 1.70 8.42
H 5.69 -7.18 -5.61
H 7.39 -1.78 -9.96
H 2.89 -2.77 5.15
H -0.76 -4.86 -6.19
H -1.43 3.62 7.63
H 8.66 -3.70 -10.74
H 0.23 5.45 6.82
H -0.48 2.43 1.26
H -2.05 -2.66 1.56
H -2.82 -0.60 2.94
H -0.97 6.65 7.35
H -7.46 6.80 -0.43
H 5.99 -0.43 9.87
H -4.14 4.14 5.11
H -3.53 -3.47 2.09
H -0.66 4.59 8.90
H -0.47 -0.42 -4.16
H -1.08 -4.71 -9.25
H 7.02 -4.30 -10.45
H -6.32 6.78 -1.79
H 5.19 -1.34 8.57
H 3.41 -8.06 -4.71
H -4.38 6.22 3.55
H 0.56 -0.87 -2.80
H -0.26 -6.18 -7.27
H 1.80 0.03 -4.90
H -3.77 -0.95 1.49
H 3.85 -1.67 6.16
H 2.71 -7.54 -6.26
H 8.39 -2.28 -8.58
H -0.23 -0.08 1.87
H -4.86 3.19 3.80
H -3.17 5.02 3.05
H -2.35 -5.36 -8.19
H 6.86 0.52 7.81
H 2.28 -2.29 8.13
H 5.06 -8.63 -6.41
```

These are the Mulliken partial charges, in e, on atoms 1 to 6: number 1, Br, carries 0.004; number 2, Br, carries -0.125; number 3, Br, carries -0.077; number 4, Br, carries -0.121; number 5, Br, carries -0.181; number 6, Br, carries -0.215

***

Here is a cluster of 3 separate species, C25H44BrClIO7PS in total from the Open Molecules 2025 dataset. Energies are from wB97M-V/def2-TZVPD.

Output
SMILES: CCCCCCCC[C@]1(P(C)C)C[C@@](I)([C@@H](Br)CC)[C@H](Cl)S(=O)(=O)O1.O=C1CCCO1.O=C1CCCO1
Highest occupied orbital energy, eV: -8.0
Energy, a.u.: -5577.0952
Total charge: 0

```
81
C25H44BrClIO7PS, DFT wB97M-V/def2-TZVPD
I -1.60 -0.07 0.64
Br -3.09 -2.82 -1.20
Cl 0.05 -2.15 2.64
S 1.90 -0.89 0.79
P 2.51 -2.10 -2.30
O 3.10 -5.89 0.68
O 1.78 0.03 1.85
O 3.16 -1.54 0.72
O -0.69 8.17 1.38
O 1.55 -0.10 -0.53
O 1.74 -7.35 1.70
O -2.09 6.67 2.28
C -1.89 7.22 4.56
C 0.99 0.04 -2.83
C -1.59 4.05 0.11
C 0.57 -2.17 0.95
C 1.93 -6.61 3.93
C -0.34 1.82 -3.93
C -2.41 4.57 -2.23
C 2.47 -5.53 3.00
C 4.13 -1.25 -2.19
C -1.29 7.77 2.33
C -0.87 -5.18 -1.13
C 1.08 -7.45 2.98
C 1.18 -0.94 -1.67
C -1.68 -3.02 0.13
C -1.31 4.81 -1.21
C -2.76 6.49 3.54
C 2.55 -3.64 -1.30
C -0.11 -1.76 -1.44
C 0.06 1.22 -2.58
C -2.29 3.26 -3.02
C -1.20 -4.46 0.20
C -0.60 -1.91 -0.02
C -1.32 8.36 3.72
C 2.51 -6.24 1.66
C -1.01 3.19 -3.85
H -3.12 3.26 -3.72
H 1.36 -6.23 4.78
H -1.39 -6.12 -1.18
H 1.98 0.47 -3.03
H -0.90 -1.35 -2.05
H -0.32 8.65 4.04
H -2.02 -5.01 0.64
H -0.37 -4.58 0.89
H -0.86 0.87 -2.13
H -3.35 4.55 -1.68
H 0.18 -5.43 -1.15
H -1.98 9.23 3.71
H -3.76 6.91 3.46
H 2.75 -7.21 4.31
H -0.29 3.94 -3.55
H -1.07 -4.57 -2.00
H 3.46 -5.19 3.28
H -1.28 3.45 -4.87
H -2.18 -2.81 1.06
H -0.33 4.51 -1.57
H -1.27 5.87 -1.01
H 4.93 -1.98 -2.19
H 0.07 -7.06 2.87
H 4.27 -0.65 -3.07
H -2.07 4.76 0.77
H 2.87 -4.45 -1.95
H -2.45 7.54 5.44
H 0.09 -2.74 -1.86
H -1.00 1.10 -4.40
H 1.04 -3.12 0.78
H -2.42 2.41 -2.36
H 0.48 1.96 -1.91
H -2.49 5.39 -2.94
H 0.56 1.93 -4.54
H 1.57 -3.91 -0.94
H 4.24 -0.63 -1.31
H 1.79 -4.68 2.92
H -2.84 5.42 3.74
H 0.73 -0.51 -3.73
H 1.02 -8.49 3.27
H 3.26 -3.60 -0.49
H -0.64 3.73 0.52
H -2.25 3.23 -0.12
H -1.09 6.56 4.89
```

These are the Mulliken partial charges, in e, on atoms 1 to 6: number 1, I, carries 0.322; number 2, Br, carries -0.059; number 3, Cl, carries -0.067; number 4, S, carries 1.401; number 5, P, carries -0.566; number 6, O, carries -0.558

***

Question: Among the records above, which one has the highest highest occupied orbital energy?
Answer: C25H44Br22F5O2

***

Question: Which of these has the highest energy?
Answer: C25H44BClFN2O13P3

***

Question: Look up the energy of the third one.
Answer: -5577.0952 a.u.